Below is the ion C2H3ClN with charge +1 in a non-equilibrium geometry, with properties calculated with wB97M-V/def2-TZVPD.

* energy above the lowest of the compared OMol25 structures with the same formula, charge and spin: 109.56 kcal per mole
* DFT total energy: -592.4201 Ha
* lowest unoccupied orbital energy (alpha / beta): -7.4 / -7.2 eV
* orbital gap (alpha / beta): 8.17 / 8.54 eV
* net charge: +1
* structure (SMILES): CC#[N+]Cl

Element x y z (Å)
C1 0.97 -0.02 -0.10
C2 -0.32 0.13 0.17
N1 -1.75 -0.39 0.01
Cl1 -3.21 0.19 -0.04
H1 1.47 0.93 0.48
H2 1.34 -0.01 -1.19
H3 1.50 -0.83 0.67